# 1
{"formula": "C43H55FMgNP2", "method": "ωB97M-V/def2-TZVPD", "species": ["Mg", "N", "C", "C", "C", "C", "C", "C", "P", "C", "C", "C", "C", "C", "C", "C", "C", "C", "C", "C", "C", "H", "H", "H", "H", "H", "H", "H", "H", "H", "H", "H", "H", "H", "H", "H", "H", "F", "C", "C", "C", "C", "C", "C", "C", "H", "H", "H", "H", "H", "H", "C", "C", "C", "C", "C", "C", "P", "C", "C", "C", "C", "C", "C", "C", "C", "C", "C", "C", "C", "H", "H", "H", "H", "H", "H", "H", "H", "H", "H", "H", "H", "H", "H", "H", "H", "H", "H", "H", "H", "H", "H", "H", "H", "H", "H", "H", "H", "H", "H", "H", "H", "H"], "coordinates": [[-0.74128, 1.16488, 0.11494], [0.13222, 2.12726, 1.94095], [-0.26078, 1.70838, 3.28448], [0.42046, 2.24017, 4.37386], [0.07536, 1.87050, 5.66137], [-0.96859, 0.97661, 5.86781], [-1.64890, 0.45617, 4.78312], [-1.30158, 0.79936, 3.47422], [-2.18425, 0.11649, 2.03125], [-2.46777, -1.64685, 2.30827], [-1.76817, -2.53665, 1.49868], [-1.93820, -3.90860, 1.63670], [-2.82329, -4.39668, 2.58390], [-3.55008, -3.51546, 3.37884], [-3.38128, -2.14895, 3.23781], [-3.82880, 0.89206, 2.10081], [-4.88852, 0.30157, 1.41342], [-6.12096, 0.93369, 1.35990], [-6.30344, 2.16100, 1.98513], [-5.25224, 2.75337, 2.66806], [-4.01693, 2.12106, 2.72605], [1.14486, 2.19813, 1.90178], [-0.21725, 3.06808, 1.76119], [1.22417, 2.94750, 4.20576], [0.61511, 2.28393, 6.50307], [-1.25290, 0.68849, 6.87089], [-2.46506, -0.23146, 4.95784], [-1.09079, -2.15454, 0.74527], [-1.38943, -4.58947, 0.99843], [-2.96371, -5.46383, 2.69651], [-4.25820, -3.89793, 4.10211], [-3.99170, -1.47838, 3.82991], [-4.75803, -0.65758, 0.92486], [-6.94088, 0.46758, 0.82944], [-7.26614, 2.65328, 1.94212], [-5.39041, 3.70688, 3.16086], [-3.20504, 2.58938, 3.26972], [-1.07760, 1.29283, -6.32296], [-1.27547, 1.65231, -5.03575], [-2.40105, 1.20569, -4.37714], [-2.58678, 1.56308, -3.04767], [-1.67414, 2.37113, -2.36116], [-1.82334, 2.65570, -0.90010], [-0.56378, 2.82169, -3.08582], [-0.35361, 2.46834, -4.41355], [-3.11990, 0.59103, -4.90386], [-3.47461, 1.21384, -2.53045], [-2.87003, 2.61998, -0.58408], [-1.44460, 3.65390, -0.65424], [0.14986, 3.48226, -2.60141], [0.50269, 2.82975, -4.96906], [4.02787, -2.60352, 1.71510], [3.09782, -3.38458, 0.76811], [1.92718, -2.52194, 0.27791], [2.42713, -1.09444, 0.02118], [2.76577, -0.44619, 1.38722], [3.26644, -1.48159, 2.40976], [1.28487, -0.04234, -0.95232], [0.64928, -0.98561, -2.40009], [-0.65297, -1.74021, -2.09318], [-1.31721, -2.22137, -3.38824], [-0.29256, -2.75769, -4.40858], [1.01771, -3.13777, -3.73151], [1.67921, -1.90342, -3.11213], [2.29522, 1.30135, -1.69742], [3.67288, 0.88873, -2.27349], [4.82031, 1.33912, -1.37258], [4.85496, 2.86844, -1.21880], [3.45010, 3.48719, -1.29319], [2.41495, 2.50932, -0.74880], [4.86164, -2.17327, 1.15202], [4.47431, -3.27609, 2.44707], [2.70564, -4.27381, 1.26558], [3.66547, -3.73851, -0.09583], [1.14806, -2.48425, 1.04395], [1.47895, -2.97520, -0.60344], [3.34708, -1.16584, -0.56951], [1.87499, 0.05032, 1.78814], [3.52354, 0.32747, 1.24719], [2.41929, -1.90541, 2.95697], [3.89212, -0.98698, 3.15353], [0.36922, -0.17618, -3.08873], [-1.36330, -1.10356, -1.55009], [-0.44660, -2.58954, -1.43893], [-1.86667, -1.38715, -3.82315], [-2.05522, -2.98897, -3.14589], [-0.08780, -1.99419, -5.16519], [-0.70781, -3.61096, -4.94467], [1.70614, -3.59657, -4.44220], [0.83068, -3.89231, -2.95966], [2.17138, -1.32963, -3.90041], [2.47056, -2.21819, -2.42881], [1.65838, 1.62855, -2.52576], [3.79128, 1.34704, -3.25926], [3.72703, -0.18562, -2.44582], [5.76752, 0.97942, -1.77545], [4.71580, 0.86521, -0.39193], [5.49013, 3.30559, -1.99063], [5.31726, 3.12501, -0.26321], [3.19017, 3.71952, -2.33059], [3.41986, 4.43333, -0.75223], [1.43488, 2.98831, -0.64858], [2.72190, 2.18797, 0.25448]], "e_above_lowest_kj_mol": 20.27, "e_tot_ev": -73711.381, "largest_force_ev_per_a": 0.4, "lumo_energy_ev": -2.2, "total_charge": 1}


# 2
{"formula": "C3H4Cl3O4S", "method": "ωB97M-V/def2-TZVPD", "species": ["C", "C", "C", "O", "O", "O", "O", "S", "Cl", "Cl", "Cl", "H", "H", "H", "H"], "coordinates": [[-0.23814, -1.79906, 1.91404], [-0.07387, 0.90917, -2.66669], [-0.49165, -0.45325, 1.24081], [1.39719, 0.37195, -0.49476], [1.51517, 2.51908, -1.68043], [-0.29631, 2.10566, -0.10149], [-0.81905, 1.54958, -3.30994], [0.64300, 1.47462, -1.03474], [0.95907, -2.72135, 0.92724], [-1.26958, 0.78171, 2.37037], [-1.55433, -0.62950, -0.16500], [0.24368, -1.67288, 2.89964], [-1.07358, -2.35937, 1.98926], [0.55146, -0.06311, -2.97361], [0.50691, -0.01325, 1.08529]], "e_above_lowest_kj_mol": 20.82, "e_tot_ev": -59769.258, "largest_force_ev_per_a": 4.9, "lumo_energy_ev": 3.1, "total_charge": -1}


# 3
{"formula": "C8H20ClFN2O4PS", "method": "ωB97M-V/def2-TZVPD", "species": ["C", "O", "C", "C", "C", "C", "C", "C", "C", "N", "Cl", "P", "N", "O", "S", "O", "O", "F", "H", "H", "H", "H", "H", "H", "H", "H", "H", "H", "H", "H", "H", "H", "H", "H", "H", "H", "H", "H"], "coordinates": [[3.28031, -1.66610, 1.26165], [4.08567, -0.56874, 0.88460], [3.97393, -0.22872, -0.48034], [2.60540, 0.33407, -0.83742], [2.24300, 1.55012, 0.00151], [0.91055, 2.19373, -0.39526], [-0.28427, 1.31851, 0.07321], [-0.86051, 0.53198, -1.12443], [-1.45083, -0.84170, -0.87208], [-2.44113, -0.98654, 0.26429], [-1.65803, -0.98990, 1.84010], [-4.05108, 0.15811, 0.23317], [-3.85400, 1.12491, 1.56937], [-3.78100, 1.19200, -0.95132], [-3.07980, -2.67516, 0.06714], [-3.99888, -2.62415, -0.99040], [-1.97316, -3.53550, 0.09648], [-3.81274, -2.74428, 1.39724], [2.96349, -2.24066, 0.39113], [3.84330, -2.32526, 1.91721], [2.40800, -1.31974, 1.82214], [4.71737, 0.53396, -0.69220], [4.17642, -1.10507, -1.10168], [2.64970, 0.64228, -1.88584], [1.84337, -0.44703, -0.79073], [2.19594, 1.28725, 1.05697], [3.04167, 2.28176, -0.11275], [0.86381, 3.17523, 0.06858], [0.87739, 2.33229, -1.47475], [-1.04965, 2.00587, 0.43910], [0.10609, 0.67655, 0.85224], [-0.04032, 0.35780, -1.81588], [-1.53050, 1.18997, -1.66900], [-0.64958, -1.55512, -0.69715], [-1.95902, -1.19165, -1.77061], [-2.94569, 1.57304, 1.67318], [-4.13155, 0.64600, 2.41811], [-3.23362, 1.93994, -0.66560]], "e_tot_ev": -55145.856, "largest_force_ev_per_a": 2.4, "lumo_energy_ev": -4.7, "smiles": "COCCCCCCC[N@@+](Cl)(P(N)O)S(=O)(=O)F", "total_charge": 1}


Number 1: HOMO level -9.648 eV. Number 2: HOMO level -5.440 eV. Number 3: HOMO level -12.105 eV.